Below is a 2-piece molecular cluster, C2H3BrI2 overall in a non-equilibrium geometry, with properties calculated with ωB97M-V with the def2-TZVPD basis set.

Output
* structure (SMILES): C=C(Br)I.I
* calculated total energy: -88364.7486 eV
* LUMO: -0.42 eV
* gap between HOMO and LUMO: 9.042 eV
* energy relative to the best compared isomer or geometry (same formula, charge and spin): 1.035 eV

```
8
Properties=species:S:1:pos:R:3:forces:R:3
C 1.330361 0.162392 -0.190504 -0.46 0.31 -1.24
C 0.490187 1.129709 0.156851 -1.00 0.21 -0.12
Br -0.215643 0.972280 1.970021 0.10 0.60 -0.87
I -0.564430 2.506860 -1.194572 1.07 -0.93 1.13
I -1.798592 -1.581149 -0.533218 0.38 0.85 -0.93
H -2.332521 -2.655241 0.441336 -0.52 -0.99 0.87
H 1.772092 0.070641 -1.239222 -0.64 0.02 1.80
H 1.318546 -0.605493 0.589306 1.07 -0.05 -0.63
```
Forces are in eV/Å.



Below is C29H59BN5O12P2S2 as an isolated structure in a non-equilibrium geometry, with properties calculated with ωB97M-V with the def2-TZVPD basis set.

Output
* calculated total energy: -103963.5795 eV
* net charge: +1
* LUMO: -3.78 eV
* gap between HOMO and LUMO: 7.354 eV

```
110
Properties=species:S:1:pos:R:3:forces:R:3
C 5.343257 -1.912603 1.766750 -0.86 0.72 0.62
C 4.115163 -1.031318 1.335483 0.57 -0.91 0.18
B 2.855383 -1.964023 1.040456 1.01 0.37 0.04
O 3.080165 -3.339019 0.935817 -1.05 0.61 0.31
C 1.332353 -1.466439 0.793680 0.12 -0.31 -1.67
C 1.260321 -1.564128 -0.776186 -1.21 -0.78 2.24
C 0.041467 -1.883033 -1.369390 -0.04 0.19 -1.59
C 0.005404 -1.913633 -2.779712 0.94 0.38 1.46
C 1.224686 -1.612598 -3.385469 -0.38 -0.13 -1.57
C 2.396171 -1.341906 -2.692841 -0.50 -0.06 -0.12
N 2.415281 -1.316287 -1.359803 0.05 -0.10 -0.53
N 0.949869 -0.063524 1.025689 -1.18 1.06 1.12
C 1.445702 0.652367 2.245538 0.48 0.84 0.31
C -0.459599 -0.092740 1.225266 1.32 -2.06 -0.27
N -1.238563 0.905587 0.936466 0.14 0.37 -0.93
C -0.762005 2.194476 0.399030 0.59 1.02 0.94
C -0.520956 3.232066 1.556403 -0.45 0.08 -0.48
N 0.791343 3.884153 1.489251 -0.43 -0.33 0.30
O -2.592672 0.811855 1.114220 0.05 -0.04 0.07
C -3.243787 -0.072829 0.165854 -1.41 -0.93 -0.59
C -4.230840 0.629504 -0.773430 0.26 1.45 -0.24
C -3.521859 1.646877 -1.747901 0.72 -1.46 0.71
C -5.384723 1.373117 -0.054113 -0.70 -0.39 -0.58
C -6.626364 0.516866 0.291780 -0.55 0.03 0.57
C -7.219739 -0.255935 -0.902479 1.27 -0.49 -0.11
C -6.417243 -0.419077 1.524522 -0.63 0.95 -0.65
N -0.844732 -1.338944 1.690776 -0.61 0.49 -0.04
C -1.738356 -1.382298 2.844251 -1.57 -0.15 1.20
O -2.187160 -2.707030 3.108124 -0.13 0.29 -0.85
C -3.577863 -2.779383 3.190801 -1.26 -0.21 0.50
C -4.273769 -3.562484 2.085606 0.84 -0.28 -0.02
O -4.179095 -2.283941 4.104697 0.77 -0.02 -0.67
C 0.290084 -2.271376 1.614244 0.32 0.51 0.77
S 1.047075 -2.592297 3.316990 -0.05 -0.24 0.42
S -0.046094 -4.015476 1.122437 -0.08 0.04 -0.36
H 6.131297 -1.271940 2.184181 -0.03 -0.31 -0.39
H 5.714560 -2.535838 0.948630 -0.05 0.08 0.30
H 4.986681 -2.524298 2.615499 0.45 -0.15 -0.36
H 3.953097 -0.309796 2.148848 -0.03 0.10 -0.50
H 4.394674 -0.524319 0.395907 -0.38 0.20 0.41
H 3.216484 -3.677591 1.831329 0.44 -0.26 -0.28
H -0.857648 -2.073531 -0.787939 0.35 -0.01 -0.07
H -0.898190 -2.139053 -3.340310 0.25 0.06 0.05
H 1.264517 -1.588328 -4.477864 0.06 -0.06 0.33
H 3.308850 -1.146773 -3.258372 -0.13 -0.02 0.41
H 2.030720 0.044407 2.939585 -0.15 -0.15 -0.45
H 0.601242 1.060227 2.826022 0.28 -0.17 -0.15
H 2.054846 1.516528 1.954173 -0.06 -0.35 0.01
H -1.504907 2.641997 -0.263110 -0.03 -0.73 0.01
H 0.170242 2.022913 -0.155055 -0.30 -0.18 0.15
H -0.729924 2.744491 2.525142 0.20 0.11 -0.28
H -1.285395 4.017635 1.449327 0.14 -0.28 0.11
H 1.458002 3.371436 0.926573 0.02 0.00 0.16
H 1.138937 3.977929 2.436133 0.32 0.18 -0.25
H -3.826364 -0.791337 0.769306 0.33 0.29 0.02
H -2.557507 -0.677031 -0.442814 0.35 0.50 0.38
H -4.629364 -0.152184 -1.439834 0.01 0.03 0.52
H -2.447929 1.384860 -1.707490 -0.26 0.39 -0.38
H -3.848321 1.441587 -2.772708 -0.05 0.59 0.19
H -3.647649 2.687594 -1.432452 -0.06 -0.21 -0.27
H -5.734136 2.150192 -0.757036 0.12 -0.24 0.22
H -5.058367 1.923297 0.844224 0.16 -0.30 -0.25
H -7.408429 1.229825 0.613556 0.38 -0.08 -0.09
H -7.252144 0.341190 -1.827521 -0.33 -0.04 0.40
H -8.178547 -0.739230 -0.682613 0.11 0.41 -0.03
H -6.516975 -1.082896 -1.130429 -0.38 0.15 -0.01
H -7.424192 -0.625199 1.918175 0.46 -0.31 0.04
H -5.878098 0.159221 2.288183 0.05 -0.51 -0.03
H -5.921052 -1.357949 1.248367 -0.02 0.22 0.24
H -1.281797 -0.992629 3.770018 0.31 -0.20 -0.48
H -2.644997 -0.774701 2.701594 0.65 0.17 -0.36
H -3.954122 -4.614956 2.159429 -0.11 0.29 0.00
H -5.361867 -3.505388 2.179187 0.36 0.10 0.08
H -3.934753 -3.219121 1.093768 -0.16 -0.02 0.33
H 0.863227 -1.444812 4.016083 -0.01 -0.11 -0.58
H -1.249856 -3.926932 0.506699 0.31 0.41 0.29
C -5.971931 5.467826 -4.424015 0.12 0.04 0.26
O -5.004018 5.364605 -5.479504 -3.63 -0.43 -0.62
P -5.107550 3.976688 -6.456853 8.53 -1.12 -1.09
O -4.125315 3.178904 -5.623010 -1.41 -0.07 0.58
O -4.393240 4.801947 -7.662461 -0.35 -0.15 -0.11
C -3.150397 5.456844 -7.428769 0.07 0.48 0.09
O -5.467249 2.741617 -7.521246 -3.30 0.90 1.18
C -4.419574 2.266598 -8.356396 0.36 0.25 -0.62
H -5.799031 6.401721 -3.893602 0.09 -0.01 -0.07
H -6.982823 5.481491 -4.832429 -0.02 0.09 0.12
H -5.864514 4.632599 -3.727191 0.00 0.01 -0.01
H -2.577402 4.961960 -6.642446 -0.13 -0.05 0.04
H -3.323079 6.497799 -7.156928 0.06 -0.01 0.05
H -2.576383 5.426873 -8.354173 -0.14 -0.07 -0.06
H -3.473685 2.210362 -7.818227 -0.09 0.07 0.13
H -4.314201 2.906723 -9.231525 0.05 -0.01 0.04
H -4.704176 1.269289 -8.689980 -0.21 0.03 0.18
C 9.585983 -5.019984 3.873592 0.16 -0.27 -0.15
O 10.236232 -3.775159 4.184895 -3.56 0.05 -0.01
P 9.624030 -2.405888 3.412993 6.42 3.87 -1.23
O 10.523035 -2.411448 2.212308 -1.13 -0.73 0.10
O 10.169766 -1.452293 4.607389 -0.47 0.04 -0.18
C 11.563212 -1.437559 4.908077 0.27 -0.21 0.29
O 8.517445 -1.264446 2.929965 -1.77 -2.80 0.93
C 8.977507 0.069883 2.757245 0.25 0.55 0.36
H 10.068932 -5.808122 4.446312 0.07 0.11 0.02
H 8.532640 -4.980645 4.153755 0.02 -0.12 0.03
H 9.679110 -5.240646 2.808145 0.01 0.01 0.02
H 12.165566 -1.683646 4.032332 -0.12 -0.05 -0.03
H 11.777444 -2.142791 5.710810 0.03 -0.02 -0.04
H 11.824106 -0.434570 5.243417 -0.15 0.02 -0.02
H 9.962857 0.096518 2.293600 -0.02 -0.15 0.00
H 9.002429 0.586557 3.716540 0.07 -0.03 -0.02
H 8.261122 0.576347 2.110180 -0.08 -0.24 -0.05
```
Forces are in eV/Å.



Below is C26H34Br2IN8S2Ti as an isolated structure in a non-equilibrium geometry, with properties calculated with ωB97M-V with the def2-TZVPD basis set.

Output
* calculated total energy: -232404.2397 eV
* spin multiplicity: 2
* LUMO (alpha / beta): -0.60 / -0.60 eV
* gap between HOMO and LUMO (alpha / beta): 7.229 / 7.231 eV
* energy relative to the best compared isomer or geometry (same formula, charge and spin): 0.061 eV

```
74
Properties=species:S:1:pos:R:3:forces:R:3
Ti -1.231862 0.029333 -0.338700 0.39 -0.58 -0.44
Br -1.965967 0.343042 -2.798302 0.04 0.26 0.21
C -5.271062 -2.221640 -1.947647 -0.18 0.79 -0.34
Br -6.894707 -2.899913 -2.662521 0.65 0.40 0.40
H -4.393715 -2.744414 -2.331557 -0.30 0.24 0.27
H -5.229876 -1.141645 -1.637971 -0.19 -1.44 -0.37
C 1.734619 1.716821 1.665180 -0.71 1.36 0.83
N 0.718200 1.452826 2.678761 -0.82 -2.61 -0.32
C 0.997921 1.989056 4.025955 1.51 0.48 -1.54
C -0.215720 0.422301 2.458214 0.80 2.01 -0.30
N -0.180653 -0.434415 1.379700 1.10 -0.04 0.12
C 0.942988 -1.343431 1.425911 0.15 -0.09 0.34
C 1.013962 -2.186585 2.535494 -1.15 0.84 -0.48
C 2.175043 -2.883512 2.828998 0.95 -0.69 0.31
C 3.312975 -2.707658 2.059897 -1.90 -0.18 0.19
C 3.250419 -1.950543 0.874627 0.11 0.26 0.71
C 4.462989 -1.684556 0.193443 -0.83 0.62 -1.23
C 4.449908 -0.889303 -0.919349 -0.30 -0.02 0.72
C 3.232444 -0.317907 -1.383239 1.76 -0.16 -0.82
C 2.054907 -0.558986 -0.740434 -1.31 0.59 -0.26
N 0.853241 -0.073752 -1.334160 -0.93 0.26 1.20
C 0.974156 0.153346 -2.679765 0.30 -1.97 -1.41
N 1.272871 1.330090 -3.231570 0.27 0.26 1.06
C 2.052929 1.523304 -4.442268 0.36 -0.39 -1.10
C 1.273717 2.516376 -2.373112 -0.65 -0.05 -1.75
N 0.903633 -0.945260 -3.496806 0.42 2.79 0.12
C 0.530297 -2.184270 -2.942334 0.59 -1.96 -0.83
C 0.504481 -0.867536 -4.889986 0.77 -2.71 -0.49
C 2.032835 -1.326764 0.496622 -0.10 0.78 -0.39
N -1.288183 0.468399 3.227494 -0.69 -0.37 0.44
C -2.168618 -0.675907 3.513611 -0.22 0.48 0.03
C -1.787960 1.670598 3.847756 -0.05 0.16 0.16
H 2.534148 1.035404 1.712668 1.19 -0.99 0.25
H 2.132045 2.731330 1.881100 -0.32 -0.51 -0.47
H 1.308682 1.632790 0.681679 -0.20 0.28 -0.40
H 2.093137 1.764570 4.233890 -1.28 0.50 -0.01
H 0.386713 1.494244 4.748275 -0.20 -0.03 0.48
H 0.806087 3.095568 3.947575 0.33 -1.01 0.64
H 0.103816 -2.249882 3.163977 0.86 -0.04 -0.30
H 2.184187 -3.564492 3.692782 0.10 0.42 -0.40
H 4.202962 -3.217269 2.311797 0.90 -0.34 0.24
H 5.369687 -2.067887 0.579473 0.75 -0.48 0.28
H 5.382873 -0.655806 -1.404251 0.09 0.07 -0.24
H 3.326943 0.278060 -2.323850 -0.45 -0.54 1.01
H 2.345210 0.526173 -4.862762 -0.02 1.14 0.41
H 2.980058 2.097308 -4.165188 -0.85 -0.48 -0.37
H 1.476345 2.083158 -5.245136 0.67 -0.54 1.03
H 0.460842 2.472911 -1.678437 -0.39 0.19 0.31
H 1.157584 3.315860 -3.109272 -0.30 0.36 0.55
H 2.212618 2.656101 -1.904317 1.05 -0.01 0.74
H 0.709598 -2.991278 -3.700063 -0.35 0.73 0.57
H -0.479791 -2.159564 -2.622696 -1.08 -0.16 -0.13
H 1.120211 -2.452443 -2.111021 0.83 -0.20 1.03
H 0.300310 0.082808 -5.294674 0.09 1.04 -0.24
H -0.406722 -1.437476 -4.923899 -0.75 -0.01 -0.25
H 1.218860 -1.521321 -5.499411 -0.62 1.33 0.48
H -1.831248 -1.515916 2.930231 -0.23 -0.26 -0.17
H -3.221906 -0.402223 3.261634 0.87 -0.36 0.03
H -2.112676 -0.913599 4.594716 0.03 0.15 -0.47
H -1.366646 2.606233 3.519560 0.40 -0.05 -0.29
H -1.734468 1.585820 4.909711 0.27 0.10 0.97
H -2.826423 1.707128 3.641135 -1.15 0.11 -0.41
S -1.349927 2.297033 0.462888 0.15 0.13 -0.45
C -2.975298 2.652104 0.881021 0.01 2.51 0.53
C -3.232732 4.051245 1.327175 0.13 -2.00 -0.69
N -3.443089 5.129937 1.651148 0.02 0.44 0.21
C -3.950876 1.748265 0.815148 -1.16 -1.32 0.03
S -3.539663 0.079001 0.345402 -0.18 0.79 0.24
C -5.343700 2.046747 1.169153 -0.50 -0.03 -0.07
N -6.466304 2.240555 1.408637 1.71 -0.27 -0.27
I -2.899144 -3.256888 0.776120 0.51 -0.06 -0.22
C -1.747990 -2.054197 -0.556716 -0.16 0.21 -1.47
H -0.708757 -2.468083 -0.743579 -1.23 0.13 0.72
H -2.291777 -2.059550 -1.563573 0.64 -0.25 1.53
```
Forces are in eV/Å.



Question: Among the records above, which one has the lowest calculated total energy?
Answer: C26H34Br2IN8S2Ti



Question: Among the records above, which one has the highest calculated total energy?
Answer: C2H3BrI2



Please write out number 1 again, unchanged.
Below is a 2-piece molecular cluster, C2H3BrI2 overall in a non-equilibrium geometry, with properties calculated with ωB97M-V with the def2-TZVPD basis set.

Output
* structure (SMILES): C=C(Br)I.I
* calculated total energy: -88364.7486 eV
* LUMO: -0.42 eV
* gap between HOMO and LUMO: 9.042 eV
* energy relative to the best compared isomer or geometry (same formula, charge and spin): 1.035 eV

```
8
Properties=species:S:1:pos:R:3:forces:R:3
C 1.330361 0.162392 -0.190504 -0.46 0.31 -1.24
C 0.490187 1.129709 0.156851 -1.00 0.21 -0.12
Br -0.215643 0.972280 1.970021 0.10 0.60 -0.87
I -0.564430 2.506860 -1.194572 1.07 -0.93 1.13
I -1.798592 -1.581149 -0.533218 0.38 0.85 -0.93
H -2.332521 -2.655241 0.441336 -0.52 -0.99 0.87
H 1.772092 0.070641 -1.239222 -0.64 0.02 1.80
H 1.318546 -0.605493 0.589306 1.07 -0.05 -0.63
```
Forces are in eV/Å.